DFT (ωB97M-V/def2-TZVPD) results for 8 unconnected molecules or ions with the total composition H16O8 in a non-equilibrium geometry.

Results
- SMILES = O.O.O.O.O.O.O.O
- HOMO (eV) = -10.19
- calculated total energy (eV) = -16639.09260
- Kohn-Sham gap (eV) = 10.07

```
! wB97M-V def2-TZVPD RIJCOSX def2/J DEFGRID3
* xyz 0 1
O 20.95 -9.94 12.67
O 23.01 -4.76 15.17
O 24.14 -7.39 13.69
O 21.51 -5.55 17.63
O 20.88 -7.30 13.79
O 22.20 -7.65 16.30
O 21.48 -10.13 17.25
O 19.17 -9.50 18.46
H 22.31 -5.04 17.55
H 21.82 -10.87 17.65
H 21.60 -10.41 16.36
H 21.63 -7.53 15.54
H 19.97 -9.86 18.03
H 23.41 -7.05 14.18
H 18.93 -10.19 19.07
H 20.06 -10.06 12.38
H 20.36 -6.93 13.08
H 21.75 -6.38 17.26
H 21.00 -9.10 13.13
H 20.32 -7.50 14.58
H 24.86 -6.74 13.73
H 22.18 -4.95 14.76
H 22.94 -3.80 15.15
H 22.09 -8.52 16.62
*
```


DFT (ωB97M-V/def2-TZVPD) results for 8 unconnected molecules or ions with the total composition C32H51N3O15 in a non-equilibrium geometry.

Results
- SMILES = C[C@H]1COC(=O)O1.C[C@H]1COC(=O)O1.C[C@H]1COC(=O)O1.C[C@H]1COC(=O)O1.C[C@H]1COC(=O)O1.CCCC#N.CCCC#N.CCCC#N
- HOMO (eV) = -10.63
- calculated total energy (eV) = -69192.60333
- Kohn-Sham gap (eV) = 10.52

```
! wB97M-V def2-TZVPD RIJCOSX def2/J DEFGRID3
* xyz 0 1
O 0.42 0.13 3.08
O 1.80 1.40 4.32
O 7.29 -1.05 -1.49
O -5.29 -1.31 2.46
O -0.68 -4.18 0.58
O 6.33 -2.17 0.07
O -4.93 -1.23 -0.74
O -6.39 -3.28 2.23
O 0.32 -3.49 -1.16
O 1.47 -3.78 0.63
O -6.58 -2.36 -1.63
O 8.29 -2.88 -0.73
O -7.02 -0.79 -0.06
O -4.19 -3.18 2.15
O 2.57 0.01 2.66
N -5.09 3.86 -2.84
N 0.30 3.55 1.17
N 3.04 1.19 -1.50
C 0.68 2.30 -1.81
C 5.92 0.02 1.06
C -4.09 2.45 0.19
C 3.71 3.04 2.01
C -3.60 0.15 3.41
C 0.78 3.19 -4.15
C 1.64 -3.30 -1.57
C 2.53 3.92 2.49
C -4.35 -1.97 -1.83
C -5.30 2.27 -0.75
C 1.63 0.53 3.45
C -5.36 -2.64 2.23
C 0.29 -3.83 0.02
C 0.51 -0.82 2.01
C -0.32 -0.23 0.84
C 5.58 -0.94 -0.09
C -5.46 -2.91 -2.27
C 4.30 3.49 0.67
C 2.01 1.68 -1.66
C 2.05 -0.82 1.63
C -3.19 -2.19 2.38
C -5.14 3.15 -1.92
C -2.71 1.92 -0.37
C 1.84 -1.87 -2.11
C 2.48 -3.61 -0.32
C 1.27 3.71 1.76
C 7.38 -2.08 -0.72
C 6.02 -0.41 -1.46
C 0.09 2.18 -3.17
C -3.02 -2.53 -1.32
C -6.22 -1.44 -0.75
C -3.97 -0.88 2.31
H 0.33 3.02 -5.12
H 4.62 2.91 2.71
H 6.02 0.72 -1.41
H 5.92 -0.41 2.01
H 2.81 -1.55 -2.43
H -5.33 -4.00 -2.03
H -4.17 -1.29 -2.63
H 0.09 -1.77 2.34
H 1.53 -1.08 -1.41
H 3.51 3.56 -0.05
H -1.97 2.09 0.40
H -3.75 -0.44 1.31
H 2.82 5.00 2.38
H -6.19 2.59 -0.27
H 4.68 4.52 0.83
H 0.00 1.77 -1.16
H 6.90 0.47 0.93
H -3.84 -0.35 4.44
H -2.39 2.50 -1.19
H -2.58 0.85 -0.57
H 2.36 -0.47 0.69
H -0.38 -0.85 -0.09
H -2.61 -3.14 -2.11
H 0.16 0.67 0.53
H -3.95 3.48 0.49
H -2.66 -2.43 3.28
H 4.58 -1.28 0.12
H -1.29 0.07 1.21
H 0.57 4.24 -3.88
H 3.10 -4.50 -0.47
H 1.19 -1.71 -2.94
H -2.36 -1.67 -1.25
H -5.56 -2.81 -3.37
H 5.13 2.95 0.30
H 0.78 3.29 -1.45
H 5.38 -0.84 -2.29
H -2.40 -2.17 1.59
H -5.56 1.29 -1.07
H -3.24 -3.11 -0.42
H 5.18 0.81 1.00
H -4.19 1.05 3.31
H -4.32 1.99 1.12
H 1.85 -4.06 -2.32
H 2.40 -1.86 1.81
H -1.00 2.38 -3.13
H -2.57 0.43 3.34
H 3.29 2.03 1.78
H 3.09 -2.76 -0.08
H 2.38 3.67 3.57
H 0.16 1.23 -3.62
H 1.81 3.00 -4.18
*
```